# C24H48MnO18

A structure of composition C24H48MnO18 (the ωB97M-V functional and the def2-TZVPD basis, OMol25).

Each line ends with the Löwdin charge.
Atoms and positions in Å:
Mn: -0.2903 -0.2175 -0.3261  0.897
C: 0.1151 -0.8892 -6.0030  -0.038
C: 0.1833 0.4776 -5.2527  -0.139
O: 1.3633 0.5455 -4.3704  0.015
C: 1.2436 0.2342 -3.0309  -0.401
O: 0.2430 -0.0933 -2.3747  0.046
O: 2.4795 0.3510 -2.4132  -0.026
C: 3.6345 0.6052 -3.1727  -0.056
H: -0.3515 -0.7286 -6.9749  0.086
H: -0.4970 -1.6071 -5.4571  0.055
H: 1.1020 -1.3354 -6.1264  0.085
H: -0.7690 0.6291 -4.7445  0.112
H: 0.4210 1.2414 -5.9932  0.128
H: 3.9090 -0.3124 -3.6931  0.102
H: 4.4422 0.7620 -2.4577  0.095
H: 3.7195 1.3416 -3.9718  0.109
C: -0.2399 -3.3377 5.0262  -0.049
C: -0.2608 -1.8739 4.7434  -0.263
O: -0.3794 -1.6009 3.3706  0.055
C: -0.5327 -0.2965 2.9870  -0.418
O: -0.6726 -0.0963 1.7694  0.046
O: -0.3358 0.6119 3.9771  0.023
C: -0.3529 1.9765 3.5975  -0.006
H: -0.2893 -3.5389 6.0964  0.096
H: 0.6887 -3.7171 4.5997  0.083
H: -1.1394 -3.7929 4.6120  0.081
H: 0.6521 -1.4396 5.1508  0.131
H: -1.0010 -1.4117 5.3965  0.134
H: -0.2214 2.4502 4.5703  0.116
H: -1.2440 2.3786 3.1156  0.070
H: 0.5216 2.2355 3.0006  0.098
C: -3.0887 -5.0412 1.4966  -0.030
C: -2.6070 -3.6311 1.0514  -0.195
O: -2.9369 -3.4763 -0.2790  0.094
C: -2.4645 -2.5612 -1.0363  -0.514
O: -1.5079 -1.8101 -0.8268  0.060
O: -3.2279 -2.6833 -2.1175  0.054
C: -2.9335 -2.0044 -3.2757  -0.043
H: -2.8769 -5.3569 2.5182  0.077
H: -2.7107 -5.8283 0.8443  0.082
H: -4.1706 -5.1118 1.3842  0.082
H: -1.5376 -3.5139 1.2269  0.106
H: -3.0743 -2.8389 1.6364  0.136
H: -2.9060 -0.9228 -3.1438  0.080
H: -3.6406 -2.2751 -4.0599  0.115
H: -1.9736 -2.3317 -3.6751  0.094
C: -2.9901 4.2533 2.5949  -0.068
C: -3.5316 3.7596 1.2698  -0.197
O: -2.8152 2.5185 1.0125  -0.003
C: -2.7031 1.8752 -0.2555  -0.400
O: -2.0654 0.8881 -0.4842  0.074
O: -3.3626 2.6587 -1.1974  -0.018
C: -3.5093 2.1920 -2.5599  0.001
H: -3.5588 5.1598 2.8023  0.093
H: -1.9468 4.5662 2.6387  0.070
H: -3.1721 3.5421 3.4006  0.086
H: -3.5916 4.4653 0.4413  0.126
H: -4.5939 3.5804 1.4356  0.128
H: -2.8726 2.8552 -3.1455  0.103
H: -4.5490 2.2186 -2.8858  0.107
H: -3.1609 1.1690 -2.7017  0.063
C: 0.8706 5.8922 0.7956  -0.036
C: 0.7083 4.4896 0.1317  -0.199
O: 1.7579 3.6126 0.4571  0.025
C: 1.6201 2.2575 0.3401  -0.467
O: 0.6247 1.6659 -0.0289  0.069
O: 2.7605 1.6438 0.7559  -0.007
C: 3.9943 2.2748 1.1431  -0.011
H: 1.7747 6.3618 0.4078  0.081
H: 0.9586 5.8232 1.8798  0.076
H: 0.0463 6.5652 0.5596  0.084
H: 0.7102 4.7146 -0.9348  0.129
H: -0.2256 3.9974 0.4031  0.110
H: 3.7649 3.2095 1.6548  0.097
H: 4.6078 2.4652 0.2625  0.103
H: 4.6071 1.7195 1.8532  0.103
C: 4.8081 -1.3775 -0.4358  -0.042
C: 3.8095 -2.3643 -1.0840  -0.171
O: 3.0037 -3.0703 -0.1256  0.046
C: 1.8281 -2.5208 0.2678  -0.412
O: 1.4087 -1.4027 -0.0963  0.042
O: 1.0748 -3.3824 1.0197  -0.006
C: 1.5508 -4.6900 1.2880  -0.029
H: 4.2685 -0.4924 -0.0987  0.056
H: 5.6648 -1.1745 -1.0785  0.088
H: 5.3276 -1.8090 0.4198  0.087
H: 4.4631 -3.1137 -1.5305  0.130
H: 3.2861 -1.9616 -1.9512  0.110
H: 2.4645 -4.8006 1.8721  0.110
H: 1.7038 -5.2135 0.3443  0.104
H: 0.6958 -5.1859 1.7475  0.102

Forces on the atoms, in the same order (eV/Å):
Mn 0.170 -0.221 0.454
C -0.036 0.529 0.784
C 0.526 -1.284 -1.025
O -1.375 -0.908 2.823
C 1.520 0.520 -0.595
O 1.737 0.838 -2.306
O -3.370 0.358 -0.618
C 2.172 -1.105 -0.795
H 0.113 -0.037 0.004
H 0.017 0.013 0.048
H 0.014 0.220 -0.171
H 0.387 0.439 0.308
H -0.314 0.171 0.328
H -0.028 -0.259 -0.030
H -0.266 0.234 0.101
H -1.076 0.562 0.497
C -0.150 -0.276 -0.576
C 0.592 0.492 2.824
O -0.958 2.326 -0.833
C 1.390 -1.446 -0.727
O -0.122 0.550 2.785
O -1.062 -2.243 -2.151
C 0.633 1.413 0.704
H 0.294 0.209 -0.027
H -0.250 -0.624 0.057
H 0.205 -0.306 -0.263
H 0.357 0.106 -0.394
H -0.663 0.263 -0.705
H -0.120 0.337 -0.200
H -0.114 -0.765 0.008
H 0.024 -0.246 -0.150
C -0.464 0.268 -0.611
C 0.777 -1.051 2.790
O -0.655 -0.884 0.144
C 0.105 0.117 -0.970
O -1.367 -1.087 -0.547
O 0.011 0.197 0.701
C 1.014 0.818 -1.930
H 0.302 0.568 0.029
H 0.332 0.185 -0.114
H -0.085 0.192 0.034
H 0.174 -0.044 -0.268
H -0.260 -0.026 0.034
H -0.075 -0.016 0.069
H -0.339 0.056 0.454
H 0.282 0.115 0.138
C -0.247 0.851 -0.134
C -0.570 -0.170 0.367
O 0.807 -2.320 -3.052
C -2.032 4.672 0.739
O -0.743 0.221 0.152
O 0.537 -1.843 1.608
C 0.730 -0.144 -0.111
H -0.077 0.022 0.309
H 0.120 -0.203 -0.419
H -0.110 -0.020 -0.133
H 1.047 -0.065 -0.069
H -0.044 -0.725 -0.001
H -0.293 -0.056 -0.224
H 0.061 0.380 0.376
H 0.134 0.048 0.350
C 0.524 -1.062 0.086
C -1.471 1.662 -0.227
O 0.886 -2.087 0.112
C 2.325 1.905 1.120
O 0.920 0.834 0.127
O -1.753 -0.983 -0.540
C -0.017 1.652 0.068
H 0.043 -0.028 0.075
H -0.025 -0.027 0.006
H -0.146 -0.338 -0.136
H -0.009 -0.544 -0.200
H -0.168 0.181 -0.020
H 0.089 0.101 -0.262
H -0.205 0.055 -0.049
H -0.724 -0.822 -0.192
C -0.730 -0.255 0.347
C 2.406 0.095 -0.417
O -1.915 1.011 0.524
C -0.346 -0.748 -0.579
O 1.349 -2.524 1.073
O 1.333 2.840 -1.026
C -0.320 -1.535 -0.674
H 0.321 0.255 -0.127
H -0.459 0.359 -0.503
H -0.463 -0.333 0.233
H -0.366 -0.538 0.225
H -0.642 0.218 0.644
H -0.184 0.594 0.162
H 0.166 0.049 -0.059
H 0.262 0.097 0.342

expectation value of S²: 8.75
ΔE to the lowest compared entry with this formula, charge and spin: 0.00 kcal/mol
E_HOMO (alpha / beta): -14.75 / -15.70 eV
spin multiplicity: 6
net charge: +2
orbital gap (alpha / beta): 10.8560 / 11.8077 eV